Computed, not measured: a molecular structure, C52H39AsN6O5Pb, with ωB97M-V/def2-TZVPD.

Its total energy is -139823.927 eV.

CARTESIAN COORDINATES (ANGSTROEM)
Pb  1.15023  0.28476  -0.09954
As  -1.23434  -2.21179  0.78120
O  1.77030  -0.37272  -2.17127
O  -10.26990  8.27105  0.53399
O  1.12550  -0.71554  2.14587
O  0.27513  -0.84184  4.56026
O  -0.54336  -1.26141  -0.40949
N  -0.08949  3.33823  0.17804
N  -1.28262  1.55009  -1.48697
N  -5.41700  4.16720  -0.83252
N  3.10416  -1.80287  1.61152
N  -4.41726  5.64987  0.48503
N  2.81346  -1.47178  0.28717
C  -6.79411  7.32126  0.60170
C  -1.45839  5.52406  1.23772
C  -4.10333  3.77216  -0.73533
C  1.67414  -1.79336  6.18858
C  -2.63363  -1.67309  3.28086
C  -6.81177  6.03348  0.05685
C  -2.06227  -1.13778  2.13356
C  3.84451  -2.65503  5.61322
C  -0.12677  5.33384  1.50359
C  2.52113  -1.39822  -4.13411
C  2.43977  -1.68606  3.89255
C  0.14562  -3.76509  2.81801
C  -3.40132  2.67185  -1.31398
C  -5.54951  5.30502  -0.08010
C  4.18165  -3.14775  -4.06269
C  -4.51674  -4.56070  -1.61275
C  3.48813  -2.15895  -0.56209
C  -2.09979  0.23279  1.90055
C  -0.02291  -3.51726  1.46528
C  0.51154  4.21428  0.95268
C  -9.21419  6.20504  -0.18663
C  -4.60644  -4.50298  -0.22833
C  -8.03032  5.49179  -0.32631
C  1.65434  -5.13834  0.92245
C  3.32255  -2.30662  -4.77941
C  2.20914  -1.37084  2.45362
C  -11.53009  7.74771  0.15845
C  1.82769  -5.39373  2.27732
C  -1.83228  0.68279  -2.31069
C  3.62524  -2.30033  4.29683
C  -2.12053  4.60073  0.41892
C  2.85620  -2.40223  6.56038
C  -7.95942  8.03772  0.74792
C  -3.47596  -3.92322  -2.27161
C  0.72635  -4.19895  0.51002
C  2.52854  -1.26384  -2.72220
C  -2.52141  -3.22192  -1.54863
C  -2.69310  1.07093  2.83132
C  -3.96885  1.72693  -2.17890
C  -3.17890  0.72874  -2.68928
C  1.07691  -4.71349  3.22206
C  -3.65217  -3.80877  0.49893
C  4.20123  -3.04431  -2.69248
C  1.45684  -1.42501  4.85939
C  -2.61064  -3.16931  -0.16364
C  -3.25334  0.53918  3.98412
C  -9.17947  7.48536  0.35198
C  -3.51055  4.70076  0.08452
C  -2.03432  2.54622  -0.99283
C  3.39285  -2.12684  -1.99753
C  -1.39000  3.51917  -0.10206
C  -3.22706  -0.82974  4.20680
H  -11.76824  6.84384  0.72516
H  4.19095  -2.88172  -0.14211
H  -5.01681  1.79043  -2.44648
H  0.42786  6.01901  2.12939
H  0.89519  -1.58393  6.91012
H  -5.26094  -5.10547  -2.17896
H  -2.71175  2.13966  2.65732
H  -3.73076  -3.76466  1.58036
H  -0.40679  -3.20088  3.55894
H  -2.60316  -2.74024  3.47191
H  -3.57630  -0.01421  -3.36668
H  4.77520  -3.12323  5.90440
H  -6.13397  3.74713  -1.39600
H  4.85537  -3.68722  -2.11269
H  -1.70707  -2.71162  -2.04930
H  -10.14453  5.75078  -0.49200
H  -12.25782  8.52008  0.39031
H  -1.66626  0.63890  0.99261
H  2.25457  -5.65858  0.18754
H  -5.42109  -4.99836  0.28323
H  2.56736  -6.11495  2.59843
H  1.55814  4.02427  1.16654
H  -3.65692  -1.24135  5.10998
H  -8.08802  4.48638  -0.72647
H  -3.40501  -3.97293  -3.35031
H  -3.71283  1.19416  4.71241
H  -7.95587  9.03492  1.16571
H  4.81491  -3.85920  -4.57443
H  0.32553  -0.64204  3.58886
H  -11.56488  7.52723  -0.91164
H  -1.17881  -0.09747  -2.67822
H  3.01120  -2.67989  7.59556
H  1.23298  -4.89039  4.27818
H  4.37046  -2.49352  3.53776
H  1.86154  -0.74071  -4.68592
H  -5.84628  7.74280  0.90571
H  -2.01261  6.36282  1.63748
H  3.29173  -2.36805  -5.86110
H  0.60869  -3.97610  -0.54487

Computed, not measured: a molecular structure, C34H54N4OP2SY, with ωB97M-V/def2-TZVPD.

Its total energy is -74598.468 eV. Its total charge is +1.

CARTESIAN COORDINATES (ANGSTROEM)
Y  0.02735  -1.04790  0.59045
S  0.17395  -3.83194  0.43281
P  -0.08313  1.65614  1.89777
P  1.86784  -0.80272  -1.71619
O  -1.94276  -1.91536  -0.07632
N  -0.56693  0.68840  -0.73680
N  -2.19797  -3.13097  -0.55370
N  -1.17315  -1.47001  2.79275
N  1.90609  -1.53848  2.23966
C  -3.72813  -4.50422  -1.72108
C  -0.20296  1.04601  -2.01874
C  -1.76988  1.14936  -0.17822
C  -0.46003  2.38624  -4.02815
C  -4.15890  1.83725  1.16350
C  0.79678  1.66357  4.55659
C  2.88502  -3.32593  -2.22796
C  -1.74221  1.60397  1.15066
C  -0.06933  4.33486  0.82414
C  1.24366  0.74776  -3.95392
C  -0.77428  3.52526  3.98924
C  0.76621  3.07829  1.07033
C  0.89468  0.40975  -2.64274
C  -3.01276  1.04644  -0.81923
C  4.47390  -0.17953  -2.78593
C  2.08262  3.42022  1.75883
C  -2.93534  1.92530  1.80419
C  3.46212  1.34127  -1.06801
C  -1.29476  -4.13278  -0.40219
C  -2.82936  -5.56922  -1.59536
C  -1.63781  -5.38057  -0.94646
C  3.57376  -0.09874  -1.55871
C  -0.38341  2.07748  3.68027
C  0.58128  1.72338  -4.67854
C  0.63645  -2.45548  4.20316
C  2.03320  -2.23043  -2.85685
C  -0.77786  -2.59989  3.66068
C  0.65929  -2.73115  -3.28937
C  0.96640  2.06079  -6.08652
C  -0.84609  2.06312  -2.74584
C  -3.38089  -3.29381  -1.18901
C  -4.17169  1.40076  -0.16485
C  1.78162  -2.64628  3.21733
C  -5.43323  2.17397  1.87786
H  -0.85640  -3.51025  3.06320
H  -1.12177  3.60474  5.02041
H  -0.02295  -2.83121  -2.43860
H  2.37958  -3.76089  -1.36512
H  0.08742  4.18549  3.88921
H  0.39966  4.93222  0.04165
H  2.71403  -2.74768  3.78224
H  3.05379  -4.12351  -2.95227
H  1.64177  -3.56969  2.65422
H  0.75640  -3.72010  -3.73922
H  0.76579  -3.20925  4.98374
H  -2.09689  -1.64337  2.39981
H  0.13898  1.89938  -6.77882
H  -1.55694  3.90704  3.33668
H  3.03667  1.98298  -1.84038
H  0.98051  2.64001  0.08617
H  -2.91500  2.27369  2.82836
H  -3.97022  -2.39058  -1.21750
H  1.80108  1.44536  -6.41993
H  2.64358  4.13172  1.15069
H  -0.92777  -6.18651  -0.83975
H  3.86505  -2.96410  -1.90634
H  -6.18892  2.54366  1.18694
H  1.04646  0.60787  4.44049
H  4.44600  1.72636  -0.80021
H  2.72099  2.54931  1.91565
H  0.74345  -1.49551  4.71963
H  4.03609  -0.69130  -0.75807
H  -0.13907  4.95947  1.71375
H  1.91520  3.88895  2.72858
H  -5.27339  2.93767  2.63843
H  -1.26405  -0.62818  3.35587
H  -4.67426  -4.61129  -2.22712
H  -3.05217  0.66797  -1.83139
H  5.45256  0.23618  -2.54243
H  -0.98908  3.18032  -4.54122
H  0.19514  -2.06458  -4.01502
H  2.06594  -0.66601  2.74011
H  -1.47240  -2.69096  4.50277
H  -1.23817  1.44098  3.95399
H  1.69070  2.24302  4.32655
H  -3.07019  -6.53901  -2.00791
H  0.56287  1.83262  5.60832
H  -5.11724  1.32478  -0.68756
H  2.05972  0.22124  -4.43432
H  -1.08093  4.09748  0.49594
H  -1.65669  2.61488  -2.29233
H  1.26826  3.10496  -6.18108
H  2.82090  1.41517  -0.18790
H  2.74611  -1.68913  1.68408
H  -5.84716  1.29536  2.37569
H  4.07333  0.41200  -3.60811
H  4.63074  -1.19909  -3.13944
H  2.55355  -1.84488  -3.74061

Computed, not measured: 9 unconnected molecules or ions with the total composition C33H45Br16NO2, with ωB97M-V/def2-TZVPD.

Its total energy is -1161216.196 eV. Its SMILES is [H]/N=C\Cc1ccc2c(c1)C(=O)c1cccc(C)c1C2=O.BrCCBr.BrCCBr.BrCCBr.BrCCBr.BrCCBr.BrCCBr.BrCCBr.BrCCBr.

CARTESIAN COORDINATES (ANGSTROEM)
Br  -8.97059  -2.86178  2.05752
Br  6.32155  -0.58595  -5.07027
Br  4.72113  -4.06112  0.48637
Br  6.64846  3.06363  1.51035
Br  -7.93948  -5.25484  4.67233
Br  3.19143  0.40270  2.19561
Br  6.47884  -0.98126  -0.50785
Br  6.06099  -4.18032  -3.37084
Br  8.24924  0.63119  3.79201
Br  1.00766  -2.32456  1.15993
Br  1.13936  4.37171  -2.47403
Br  3.36480  6.56134  -0.50949
Br  2.69642  -0.18329  -4.47010
Br  8.45537  -6.74340  -2.22959
Br  -5.57761  3.38050  4.09614
Br  -7.94964  0.77268  3.05262
O  -3.65111  3.10719  -3.63904
O  -1.35044  3.01659  0.53185
N  -6.33225  -2.13749  -1.56608
C  6.27384  -1.77825  1.25156
C  -3.11156  2.39639  -2.81686
C  0.39014  1.76378  -1.63215
C  -1.00780  1.72640  -4.02112
C  -3.15434  1.79669  -0.42198
C  -5.10007  1.27583  -1.75884
C  4.84043  -1.72643  -5.60645
C  -9.78933  -3.25509  3.77480
C  -8.75612  -3.49955  4.84158
C  3.63335  -0.92154  -6.01173
C  -0.97445  2.05634  -1.63616
C  -5.69732  0.71107  -0.64178
C  6.52029  -6.67243  -2.04007
C  0.33295  1.37402  -4.01955
C  -6.96727  2.49212  5.12370
C  1.05149  1.41348  -2.80939
C  6.35730  -3.28051  1.20114
C  2.02115  -0.70602  3.28294
C  -5.02300  0.70346  0.57537
C  -7.06509  1.03360  4.76583
C  3.15369  6.41158  -2.43815
C  1.71465  6.20140  -2.82748
C  -3.75604  1.24262  0.69782
C  -1.76764  2.36758  -0.40388
C  -1.65683  2.05321  -2.84924
C  -7.06477  0.06960  -0.72441
C  -6.90146  -1.44704  -0.67359
C  1.14918  1.76413  -0.32712
C  2.05450  -2.12614  2.78493
C  6.10466  2.47085  3.27968
C  5.85656  -6.11037  -3.26816
C  -3.82785  1.81141  -1.63861
C  7.28422  2.27424  4.19314
H  6.20815  -7.70156  -1.87744
H  1.58769  6.34383  -3.89879
H  -6.09218  0.55812  4.69244
H  6.25830  -6.51932  -4.18941
H  -5.61028  1.30535  -2.71332
H  6.95277  2.16673  5.22352
H  -6.01488  -1.54261  -2.33651
H  -7.69036  0.38233  0.11064
H  5.45805  3.25898  3.65956
H  7.08577  -1.37227  1.85085
H  -7.54507  0.31436  -1.67251
H  -7.67615  0.50023  5.49093
H  3.52814  7.34957  -2.84198
H  -7.89119  3.02996  4.93850
H  -7.94922  -2.77418  4.81018
H  1.05182  2.71718  0.19001
H  7.17157  -3.63720  0.57786
H  -6.67991  2.60825  6.16634
H  -10.44647  -4.10475  3.62218
H  -1.56100  1.70019  -4.95178
H  0.65838  1.03014  0.31785
H  -3.20176  1.22969  1.62698
H  -9.21883  -3.49008  5.82606
H  4.78388  -6.28749  -3.22901
H  6.46206  -3.69074  2.20336
H  5.32503  -1.42436  1.64229
H  -7.26653  -1.99931  0.19503
H  -10.38333  -2.37649  4.01832
H  6.31235  -6.08400  -1.15233
H  8.00517  3.08217  4.12561
H  3.88383  -0.08278  -6.65326
H  -5.47930  0.26258  1.45281
H  1.02968  -0.26593  3.24927
H  5.52416  1.56510  3.14038
H  5.21380  -2.30816  -6.44632
H  0.77821  1.07421  -4.94497
H  2.09174  1.16086  -2.70360
H  1.60131  -2.80582  3.50333
H  4.63769  -2.38772  -4.77088
H  2.41064  -0.63570  4.29628
H  1.03704  6.85942  -2.29258
H  2.90882  -1.56008  -6.51317
H  3.06208  -2.46174  2.55772
H  2.20227  1.53643  -0.46427
H  3.79447  5.59663  -2.75939